Computed, not measured: a structure of composition C39H54N8O2PbS3Sb, with wB97M-V/def2-TZVPD.

## Properties
Orbital gap in eV: 5.43
Electronic energy in eV: -101599.627
Max |F| in Eh/bohr: 0.0101
Net charge: +3

Geometry as XYZ:
```
108
Properties=species:S:1:pos:R:3:forces:R:3
Pb -0.097634 0.035307 0.050921 -0.176 -0.127 -0.438
N -1.911070 -1.971682 -0.521230 0.001 -0.030 -0.283
C -2.378012 -1.804767 -1.912944 0.192 0.052 0.098
C -1.214751 -1.839765 -2.892823 -0.063 0.054 0.130
N -0.197474 -0.797765 -2.653374 0.039 0.000 0.003
C -0.226534 0.368387 -3.560724 -0.070 0.030 0.092
C -0.795716 1.625099 -2.919308 0.067 -0.098 0.149
N -0.010342 2.001664 -1.721594 -0.071 -0.118 -0.114
H -2.698781 -2.026430 0.115987 -0.001 -0.004 0.008
H -1.402755 -2.846436 -0.433502 -0.051 -0.007 0.012
H -3.096688 -2.574710 -2.203111 -0.071 0.033 -0.035
H -2.871648 -0.834200 -1.983833 -0.081 0.001 0.019
H -0.724489 -2.815926 -2.823045 -0.003 0.037 -0.015
H -1.621214 -1.759200 -3.905044 0.034 -0.043 -0.023
H 0.708856 -1.238738 -2.750656 -0.070 0.061 -0.024
H 0.795757 0.579583 -3.885433 0.004 -0.029 -0.015
H -0.809841 0.146437 -4.458728 0.052 0.000 -0.021
H -0.804604 2.423564 -3.662622 -0.044 0.028 -0.029
H -1.826154 1.445222 -2.602056 -0.015 0.030 -0.013
H 0.955912 2.164672 -1.994058 0.017 0.053 0.013
H -0.351390 2.881778 -1.344897 0.007 -0.012 0.004
C 5.907183 -0.525271 -1.628768 0.036 0.028 0.046
C 4.653845 -1.090491 -1.808049 -0.031 -0.009 -0.092
C 3.548885 -0.512947 -1.204170 -0.120 -0.003 -0.023
C 3.697014 0.623879 -0.418622 -0.057 0.023 -0.214
C 4.956617 1.197584 -0.242736 -0.079 0.093 0.102
C 6.056517 0.619260 -0.848122 -0.015 -0.045 -0.013
N 2.500413 1.127287 0.177618 -0.094 -0.167 0.147
N 2.646235 2.156433 0.841091 0.246 0.381 0.129
C 1.551993 2.660347 1.599250 -0.308 -0.019 0.190
C 1.839779 3.828142 2.286885 0.162 0.076 -0.048
C 0.920813 4.322369 3.199082 0.037 0.063 0.015
C -0.250679 3.616709 3.403434 -0.066 0.065 0.066
C -0.478496 2.482923 2.641322 -0.089 -0.171 -0.129
N 0.381059 2.013420 1.736916 0.511 0.014 -0.085
H 6.771314 -0.975247 -2.100874 -0.005 0.036 0.004
H 4.542536 -1.971849 -2.427359 0.000 0.041 0.027
H 2.553056 -0.933899 -1.327784 0.082 -0.006 -0.006
H 5.056087 2.086854 0.363451 0.034 -0.012 -0.005
H 7.035764 1.060675 -0.717398 -0.023 -0.004 -0.003
H 2.789760 4.312492 2.103762 -0.026 -0.017 0.068
H 1.128167 5.227642 3.754664 0.005 -0.014 -0.019
H -0.984508 3.942139 4.129954 0.020 -0.024 -0.050
H -1.403112 1.922916 2.757803 0.060 0.021 0.005
N -0.331011 -1.132921 2.474125 -0.101 -0.201 0.407
C -0.293203 -1.344113 3.617935 0.154 0.012 0.136
N -0.278199 -1.599429 4.904101 -0.208 0.023 -0.043
C -0.766472 -0.587936 5.871630 0.107 -0.013 -0.080
C 0.426916 0.144063 6.459071 0.089 -0.123 0.029
O 1.338019 -0.773337 7.036119 -0.051 0.017 -0.066
C 1.845781 -1.696753 6.096281 -0.066 0.071 0.034
C 0.717125 -2.517294 5.493165 0.074 0.105 -0.079
H -1.298339 -1.124095 6.656511 -0.064 -0.017 -0.010
H -1.453225 0.095370 5.374916 -0.026 -0.030 -0.038
H 0.106613 0.813668 7.253981 0.016 0.030 0.020
H 0.926756 0.729150 5.674582 0.028 0.038 -0.010
H 2.543222 -2.341030 6.627472 0.029 0.008 0.014
H 2.383027 -1.167269 5.296253 0.038 0.014 -0.001
H 0.212402 -3.085839 6.273556 -0.035 -0.047 -0.016
H 1.085292 -3.202057 4.729386 -0.039 0.013 -0.010
C -5.588160 0.008568 -1.037092 -0.001 0.118 0.038
C -4.917611 1.354410 -0.771390 0.065 -0.196 0.026
Sb -3.046736 1.310645 0.297428 -0.221 0.167 0.046
C -3.796035 0.417385 2.117135 -0.005 0.293 0.006
C -4.810058 1.223095 2.930265 0.043 -0.167 0.005
C -2.912919 3.459733 0.488234 -0.098 -0.099 0.174
C -3.994767 4.168810 1.305850 0.139 0.065 -0.085
H -6.611751 0.173583 -1.374987 0.003 -0.032 -0.006
H -5.647020 -0.608723 -0.137633 -0.001 0.014 -0.025
H -5.084188 -0.560829 -1.816576 0.038 -0.018 0.008
H -5.547003 1.967131 -0.123594 0.008 0.037 -0.053
H -4.751206 1.914008 -1.692158 -0.018 0.008 0.006
H -2.923384 0.141597 2.712653 -0.044 -0.061 0.020
H -4.249086 -0.514324 1.765949 0.061 -0.019 0.025
H -4.368603 2.121355 3.358030 -0.013 -0.005 -0.015
H -5.189251 0.620051 3.758203 -0.004 0.017 -0.039
H -5.670345 1.519271 2.329219 0.026 0.036 0.009
H -2.943445 3.787276 -0.555635 0.003 0.007 0.019
H -1.922577 3.697251 0.875317 0.022 0.046 -0.067
H -5.001388 3.896479 0.990198 0.005 -0.017 0.033
H -3.900712 5.249846 1.180922 -0.015 -0.051 -0.006
H -3.898528 3.957178 2.370219 -0.026 0.001 -0.049
O 1.050356 -3.199456 -0.194601 0.091 -0.279 0.015
C 2.213518 -3.933342 -0.487298 0.020 0.137 0.176
C 0.917299 -4.515329 0.303040 -0.030 0.023 -0.228
C 0.983059 -4.881132 1.689536 0.225 0.114 -0.042
C 0.264385 -6.000567 1.981359 -0.145 -0.125 0.083
C -0.409326 -6.503667 0.852722 -0.032 -0.014 -0.001
S -0.176123 -5.631877 -0.547460 0.036 0.046 0.046
C 3.387143 -3.539806 0.280431 -0.013 -0.080 -0.007
C 3.440481 -2.597791 1.280667 -0.012 0.049 0.106
C 4.749734 -2.415319 1.774164 -0.095 0.021 0.034
C 5.653116 -3.226716 1.143070 0.092 0.031 -0.021
S 4.939522 -4.188770 -0.058813 0.045 -0.068 -0.009
C 2.376852 -4.417798 -1.874512 -0.235 -0.040 -0.029
C 2.759341 -5.655767 -2.298413 0.145 -0.116 0.077
C 2.834666 -5.751215 -3.713365 -0.008 -0.042 -0.010
C 2.500713 -4.585794 -4.329433 0.032 0.025 -0.079
S 2.099509 -3.362080 -3.205848 0.073 -0.093 -0.008
H 1.634713 -4.358086 2.377200 -0.099 0.043 -0.017
H 0.220797 -6.475243 2.951345 0.026 -0.033 -0.066
H -1.005207 -7.410500 0.822737 0.068 0.061 0.029
H 2.571784 -2.042183 1.616919 0.050 -0.016 -0.003
H 5.020259 -1.716143 2.553545 -0.010 -0.031 -0.052
H 6.717836 -3.290363 1.320987 -0.078 -0.013 -0.011
H 2.986366 -6.475179 -1.624586 -0.024 0.059 -0.061
H 3.115779 -6.649843 -4.245310 0.000 0.067 0.027
H 2.478794 -4.368100 -5.387704 -0.010 -0.034 0.066
```
Positions in Å, forces in eV/Å.